Density functional theory data (ωB97M-V with the def2-TZVPD basis set) for the molecule C3H6FI.

- DFT total energy (eV) = -14025.7155
- energy relative to the best compared isomer or geometry (same formula, charge and spin) (kJ/mol) = 40.2
- SMILES string = CC(C)(F)I

The geometry in XYZ format:
```
11
C3H6FI (ωB97M-V with the def2-TZVPD basis set)
C 0.76306 0.95630 -0.43441
C 0.76189 -0.32556 0.40336
C -0.62860 -0.94871 0.62916
F 1.24332 0.10191 1.84149
I 2.38272 -1.72381 -0.16412
H 0.01564 1.64434 0.13927
H 1.72549 1.40138 -0.46167
H 0.37723 0.71679 -1.51835
H -0.59395 -1.67583 1.51853
H -0.92678 -1.52715 -0.30435
H -1.34547 -0.23468 0.84786
```

Mulliken atomic charges, in units of e: C -1.08; C 0.52; C -1.15; F -0.35; I 0.06; H 0.29; H 0.39; H 0.29; H 0.31; H 0.33; H 0.39


Density functional theory data (ωB97M-V with the def2-TZVPD basis set) for a cluster of 2 separate species, C7H18N3 in total.

- DFT total energy (eV) = -12012.5226
- energy relative to the best compared isomer or geometry (same formula, charge and spin) (kJ/mol) = 369.9
- charge = +1

The geometry in XYZ format:
```
28
C7H18N3 (ωB97M-V with the def2-TZVPD basis set)
C 0.06449 -1.80068 -1.96487
C -0.22325 -0.43652 2.15228
C 1.48406 1.53418 1.89489
C -2.13727 -0.98236 -1.90475
C 2.34277 -2.83381 -2.40858
C -1.17834 1.88142 0.43018
C 0.65732 0.40074 1.24142
N -0.77968 -1.04641 -1.46530
N 1.17399 -2.11612 -2.23298
N -0.03522 0.96908 0.13455
H 0.35092 -0.82206 2.99557
H -1.10564 0.26106 2.39676
H -0.70127 -1.30670 1.74993
H 1.64371 1.26235 2.90219
H 1.15713 2.52036 1.72411
H 2.45843 1.60855 1.42607
H -2.37549 -0.04809 -2.34849
H -2.42620 -1.71296 -2.78122
H -2.84660 -0.92174 -1.01401
H 2.32263 -3.21611 -3.49888
H 3.14408 -2.19625 -2.29065
H 2.43622 -3.64729 -1.79440
H -1.08645 2.14223 1.43420
H -2.12924 1.37297 0.22384
H -1.16671 2.70115 -0.20321
H 1.38607 -0.27552 0.75121
H -0.34900 0.12293 -0.66670
H 0.54838 1.54990 -0.36397
```

Mulliken atomic charges, in units of e: C 0.33; C -1.17; C -1.38; C -1.02; C -0.76; C -1.09; C 0.25; N -0.36; N -0.09; N -0.06; H 0.39; H 0.29; H 0.37; H 0.38; H 0.41; H 0.40; H 0.36; H 0.31; H 0.31; H 0.31; H 0.28; H 0.38; H 0.54; H 0.25; H 0.37; H 0.25; H 0.44; H 0.31


no.,HOMO-LUMO gap (eV)
1,9.992
2,9.991